Entry 1:
# C5H7NO2

One molecule with the formula C5H7NO2 (wB97M-V/def2-TZVPD, the Open Molecules 2025 dataset).

Atoms and positions in Å:
1 C -2.11450 0.05619 0.00253
2 C 0.23966 1.30613 0.11048
3 C 1.62265 -0.60622 -0.17963
4 C 1.72683 0.89980 -0.08064
5 C -0.70045 0.05701 0.10492
6 N 0.20255 -0.97062 0.00278
7 O -2.77219 1.07012 -0.13684
8 O -2.74194 -1.16453 0.06086
9 H 0.11029 1.88088 1.03197
10 H -0.09541 1.96810 -0.69153
11 H 1.95392 -0.96189 -1.17013
12 H 2.23198 -1.14395 0.56600
13 H 2.53993 1.42092 0.36890
14 H -0.06733 -1.91703 -0.21968
15 H -2.13599 -1.89491 0.22998

HOMO-LUMO gap (spin up / spin down)	8.79 / 7.09	eV
net charge	0
energy relative to the best compared isomer or geometry (same formula, charge and spin)	294.58	kJ/mol
2S+1	1


Entry 2:
# C5H7NO2

One molecule with the formula C5H7NO2 (wB97M-V/def2-TZVPD, the Open Molecules 2025 dataset).

Atoms and positions in Å:
1 C 0.05907 1.72029 1.43574
2 C 0.16953 0.63653 0.41574
3 C 1.25489 0.35451 -0.30254
4 C 0.22696 -1.50969 -1.39808
5 C -1.02912 -1.25744 -0.57693
6 H -0.72607 2.43382 1.15362
7 H 1.01653 2.26750 1.55875
8 H -0.20201 1.28406 2.42024
9 H 2.19670 0.89412 -0.23858
10 H -0.09221 -1.46875 -2.44743
11 H 0.56193 -2.54686 -1.19661
12 H -1.79528 0.00461 0.82758
13 N -0.98380 -0.17777 0.26182
14 O 1.33503 -0.65220 -1.22282
15 O -1.99214 -1.98273 -0.69051

HOMO-LUMO gap	8.92	eV
SMILES	CC1=COCC(=O)N1
net charge	0
energy relative to the best compared isomer or geometry (same formula, charge and spin)	43.37	kJ/mol
2S+1	1


Entry 3:
# C5H7NO2

One molecule with the formula C5H7NO2 (wB97M-V/def2-TZVPD, the Open Molecules 2025 dataset).

Atoms and positions in Å:
1 C 0.51290 2.33052 0.21594
2 C -0.05955 1.21416 -0.69260
3 C -0.04119 -0.17658 -0.10088
4 C -0.99204 -1.06449 -0.49479
5 C -0.70039 -2.53631 -0.31463
6 H 0.34688 3.28555 -0.39811
7 H 1.53975 2.06350 0.44645
8 H -0.04176 2.11680 1.21422
9 H 1.85682 -0.03825 0.86506
10 H 0.54108 -1.34944 1.48599
11 H -1.79264 -0.81650 -1.13772
12 H 0.49203 -2.67764 0.08376
13 N 0.75243 -0.38283 0.94495
14 O -0.83656 1.41193 -1.61978
15 O -1.57776 -3.38040 -0.49786

HOMO-LUMO gap	8.52	eV
SMILES	CC(=O)/C(N)=C/C=O
net charge	0
energy relative to the best compared isomer or geometry (same formula, charge and spin)	263.26	kJ/mol
2S+1	1


Entry 4:
# C5H7NO2

C5H7NO2 as an isolated structure (wB97M-V/def2-TZVPD, the Open Molecules 2025 dataset).

Atoms and positions in Å:
1 C 0.57000 -1.38571 -0.67313
2 C 0.37018 -0.46689 0.45298
3 C -0.89306 0.29130 0.18705
4 C -1.51902 0.28855 1.38896
5 C 1.07286 1.72161 -0.80227
6 H 1.73860 -2.00314 -0.55370
7 H 0.55655 -1.28474 -1.90176
8 H -0.37413 -2.21490 -0.64343
9 H 0.44494 -0.90038 1.61923
10 H -1.25534 0.21060 -0.74692
11 H -1.01923 1.07245 2.12687
12 H 0.76205 3.05096 -0.60763
13 N 0.50006 0.88770 0.29576
14 O -2.62662 -0.31928 1.77695
15 O 1.67217 1.05187 -1.91896

HOMO-LUMO gap	9.37	eV
net charge	0
energy relative to the best compared isomer or geometry (same formula, charge and spin)	791.94	kJ/mol
2S+1	1


Entry 5:
# C5H7NO2

C5H7NO2 as an isolated structure (wB97M-V/def2-TZVPD, the Open Molecules 2025 dataset).

Atoms and positions in Å:
1 C 0.72034 -1.03540 0.61575
2 C -1.36996 1.29747 0.07443
3 C 1.00320 0.21852 -0.05266
4 C -0.21106 0.69800 -0.70416
5 O -0.06042 -1.00831 1.77366
6 O 2.18276 0.53345 -0.54239
7 C -0.27442 -0.94690 -0.85541
8 N -0.70905 -1.77324 -1.63028
9 H -0.68796 -1.74285 1.71764
10 H 2.86924 -0.05859 -0.19418
11 H 1.53628 -1.76061 0.65348
12 H 0.00574 1.22682 -1.63059
13 H -1.53462 0.79172 1.02308
14 H -1.19349 2.35751 0.27750
15 H -2.27660 1.20242 -0.52586

HOMO-LUMO gap (spin up / spin down)	6.37 / 6.36	eV
net charge	0
energy relative to the best compared isomer or geometry (same formula, charge and spin)	517.08	kJ/mol
2S+1	1


Entry 6:
# C5H7NO3

C5H7NO3 as an isolated structure (wB97M-V/def2-TZVPD, the Open Molecules 2025 dataset).

Atoms and positions in Å:
1 C -1.83049 -1.55026 0.14468
2 C -1.11965 0.73516 -0.38722
3 C -0.24764 2.54648 -0.02381
4 C 0.28245 0.47512 -0.16247
5 C 2.31193 -0.72424 -0.06232
6 H -2.91661 -1.90632 -0.09092
7 H -1.93380 -1.62222 1.45158
8 H -0.71456 -2.19319 -0.37246
9 H 0.05853 3.50129 0.49024
10 H 2.57636 -0.19202 0.87064
11 H 2.55721 -1.72189 -0.05625
12 H 2.71338 -0.00002 -0.82294
13 N -1.40293 2.01344 -0.14869
14 O -2.03782 -0.27828 -0.37168
15 O 0.82546 1.64414 -0.06840
16 O 0.87817 -0.72720 -0.38999

HOMO-LUMO gap	8.43	eV
net charge	0
energy relative to the best compared isomer or geometry (same formula, charge and spin)	589.37	kJ/mol
2S+1	1


Please write out number 4 again, unchanged.
# C5H7NO2

C5H7NO2 as an isolated structure (wB97M-V/def2-TZVPD, the Open Molecules 2025 dataset).

Atoms and positions in Å:
1 C 0.57000 -1.38571 -0.67313
2 C 0.37018 -0.46689 0.45298
3 C -0.89306 0.29130 0.18705
4 C -1.51902 0.28855 1.38896
5 C 1.07286 1.72161 -0.80227
6 H 1.73860 -2.00314 -0.55370
7 H 0.55655 -1.28474 -1.90176
8 H -0.37413 -2.21490 -0.64343
9 H 0.44494 -0.90038 1.61923
10 H -1.25534 0.21060 -0.74692
11 H -1.01923 1.07245 2.12687
12 H 0.76205 3.05096 -0.60763
13 N 0.50006 0.88770 0.29576
14 O -2.62662 -0.31928 1.77695
15 O 1.67217 1.05187 -1.91896

HOMO-LUMO gap	9.37	eV
net charge	0
energy relative to the best compared isomer or geometry (same formula, charge and spin)	791.94	kJ/mol
2S+1	1


Q: net charge of number 2 (C5H7NO2)?
A: 0